This record from OMol25 describes C31H42N4O5 in the gas phase. The level of theory is ωB97M-V/def2-TZVPD.

Structure (XYZ):
```
82
Properties=species:S:1:pos:R:3:mulliken_charge:R:1
C 5.3099 -0.0841 7.8523 -1.452
H 4.8061 -1.0143 8.1019 0.288
H 5.9238 -0.2527 6.9701 0.358
H 5.9608 0.1866 8.6809 0.435
C 4.2955 1.0311 7.5901 0.182
C 3.4425 0.7103 6.3879 0.884
C 2.6288 -0.4160 6.3574 -0.131
C 1.8452 -0.7127 5.2589 -1.119
C 1.8620 0.1279 4.1515 0.982
C 2.6722 1.2595 4.1685 -0.670
C 3.4495 1.5414 5.2745 -1.062
H 4.0727 2.4244 5.2705 0.286
H 2.6898 1.9168 3.3102 0.411
N 1.0951 -0.1062 3.0022 -0.017
C 0.2625 -1.1393 2.7237 0.060
O 0.0149 -2.0777 3.4480 -0.691
C -0.3341 -0.9765 1.3329 -0.283
C 0.7169 -1.0591 0.2199 0.200
C 0.8981 0.1650 -0.6591 0.307
O 1.0967 1.2964 -0.2643 -0.789
N 0.8214 -0.2361 -1.9425 0.358
C 1.0732 0.6386 -3.0625 -2.068
H 1.6102 0.0697 -3.8232 0.223
H 1.7141 1.4495 -2.7084 0.773
C -0.2117 1.2544 -3.6535 -0.058
N -0.0811 2.6940 -3.7587 0.021
C -0.9265 3.2806 -4.7823 -0.369
C -0.5974 4.7709 -4.8899 -0.771
O -0.8001 5.4348 -3.6664 -0.385
C -0.0143 4.8501 -2.6518 -0.863
C -0.3301 3.3651 -2.4922 -0.041
H 0.3024 2.9343 -1.7154 0.129
H -1.3874 3.2523 -2.1886 0.238
H -0.2422 5.3959 -1.7351 0.371
H 1.0524 4.9671 -2.8938 0.376
H -1.2493 5.2591 -5.6166 0.376
H 0.4513 4.8797 -5.2050 0.361
H -0.7217 2.7944 -5.7385 0.396
H -1.9998 3.1645 -4.5443 0.277
H -0.3852 0.8471 -4.6512 0.568
H -1.0699 0.9744 -3.0193 0.151
C 0.6049 -1.6701 -2.1198 -0.106
C 0.0714 -2.0886 -0.7580 1.149
C 0.2578 -3.4370 -0.1042 -1.335
C -0.5768 -3.4271 0.9290 -0.942
H -0.7222 -4.1479 1.7061 0.588
C -1.3044 -2.1019 0.8593 0.081
H -2.3014 -2.0619 1.2872 0.681
O -1.3218 -1.8460 -0.5406 -0.616
H 0.9827 -4.1658 -0.4049 0.522
C -0.2638 -1.9752 -3.3577 -0.144
O 0.2458 -2.4279 -4.3623 -0.708
N -1.5529 -1.6500 -3.2313 0.655
H -1.8991 -1.4068 -2.3150 0.214
C -2.5445 -1.9556 -4.2432 -0.448
C -3.5535 -0.8107 -4.3531 -0.862
C -4.4228 -0.7010 -3.1018 -0.319
C -5.1306 -2.0230 -2.8208 -0.892
C -4.1153 -3.1513 -2.6641 -0.015
C -3.2588 -3.2739 -3.9216 -1.146
H -3.8919 -3.5409 -4.7700 0.475
H -2.5127 -4.0607 -3.7962 0.378
H -3.4775 -2.9568 -1.7991 -0.166
H -4.6344 -4.0949 -2.4852 0.406
H -5.8034 -2.2550 -3.6498 0.343
H -5.7338 -1.9356 -1.9151 0.396
H -3.8096 -0.4281 -2.2397 0.058
H -5.1597 0.0925 -3.2427 0.429
H -4.1922 -0.9995 -5.2178 0.485
H -3.0236 0.1279 -4.5270 0.183
H -1.9928 -2.0638 -5.1835 0.560
H 1.5705 -2.1689 -2.2985 0.220
H 1.6931 -1.3874 0.5854 0.317
H -0.8653 -0.0203 1.2801 0.504
H 1.2025 0.5972 2.2790 0.016
H 1.2209 -1.5902 5.2537 0.498
H 2.5998 -1.0819 7.2065 0.274
C 3.4240 1.2726 8.8245 -1.442
H 4.0426 1.5620 9.6713 0.434
H 2.8754 0.3730 9.0918 0.291
H 2.7064 2.0671 8.6317 0.356
H 4.8495 1.9527 7.3786 0.387
```

Summary:
**Structure (SMILES)**: CC(C)c1ccc(NC(=O)[C@@H]2[C@@H]3C=C[C@@]4(O3)[C@H]2C(=O)N(CCN2CCOCC2)[C@@H]4C(=O)NC2CCCCC2)cc1
**F_max**: 0.7 eV/A
**Charge**: 0
**LUMO**: 0.63 eV
**Multiplicity**: 1


This record from OMol25 describes C31H42N6O7 in the gas phase. The level of theory is ωB97M-V/def2-TZVPD.

Structure (XYZ):
```
86
Properties=species:S:1:pos:R:3:mulliken_charge:R:1
C -4.0532 -3.2838 0.9873 -1.419
H -4.8866 -3.5623 0.3476 0.391
H -3.1368 -3.4200 0.4198 0.208
H -4.0307 -3.9583 1.8406 0.436
C -4.2096 -1.8402 1.4555 1.235
C -5.4736 -1.7031 2.3033 -1.739
H -5.5807 -0.6890 2.6828 0.391
H -5.4389 -2.3836 3.1505 0.434
H -6.3516 -1.9418 1.7081 0.358
C -4.2802 -0.8665 0.2746 -1.519
H -4.5932 0.1121 0.6423 0.263
H -5.0260 -1.2158 -0.4423 0.466
C -2.9452 -0.6972 -0.4682 1.670
N -2.9402 0.5494 -1.2099 0.652
C -2.2958 1.6999 -1.0310 -0.768
O -2.3613 2.5950 -1.8721 -0.909
C -1.4492 1.9493 0.2226 0.474
N -0.1423 2.3586 -0.2620 -0.082
C 1.0278 1.9224 0.2432 -0.831
O 1.1122 1.1980 1.2121 -0.526
C 2.2610 2.4508 -0.5117 0.371
N 3.2699 1.4275 -0.7327 0.540
C 3.1943 0.3318 -1.5099 -0.364
O 4.1527 -0.3735 -1.7444 -0.676
C 1.8019 0.0098 -2.0773 2.337
N 1.7328 -1.3903 -2.3807 0.438
C 0.7682 -2.3003 -2.1475 -1.166
O 0.7799 -3.3831 -2.6974 -0.700
C -0.3198 -1.9883 -1.1162 3.259
N -1.5851 -2.3570 -1.7022 0.260
C -2.7959 -1.8062 -1.5387 -0.861
O -3.7555 -2.1379 -2.2037 -0.694
H -1.5152 -3.0758 -2.4158 0.304
H -0.3355 -0.9329 -0.8480 -1.419
C -0.0113 -2.8457 0.1404 -1.049
C 1.1072 -2.2652 0.9377 0.841
C 0.9766 -1.4461 2.0221 -0.769
N 2.2037 -1.0753 2.4862 0.102
C 3.1630 -1.6231 1.6870 -0.836
C 4.5478 -1.5236 1.7442 -0.969
C 5.2768 -2.2265 0.8098 -0.203
C 4.6478 -3.0204 -0.1521 -1.059
C 3.2774 -3.1224 -0.2163 0.126
C 2.5112 -2.4052 0.7029 0.100
H 2.8046 -3.7455 -0.9599 0.493
H 5.2573 -3.5607 -0.8603 0.407
H 6.3552 -2.1668 0.8197 0.402
H 5.0312 -0.9204 2.5006 0.398
H 2.3597 -0.4008 3.2143 0.314
H 0.0842 -1.1103 2.5149 0.515
H -0.9117 -2.8885 0.7576 0.182
H 0.2299 -3.8577 -0.1895 0.407
H 2.5120 -1.7275 -2.9367 0.442
H 1.0699 0.2447 -1.3054 -1.385
C 1.5037 0.8459 -3.3517 -1.213
C 0.0313 1.1942 -3.3403 0.496
O -0.8485 0.3802 -3.2373 -0.578
O -0.1796 2.5054 -3.3548 -0.608
H -1.1324 2.7007 -3.1677 0.580
H 1.7278 0.2364 -4.2277 0.465
H 2.1005 1.7556 -3.3979 0.398
C 4.4938 1.6996 0.0086 -0.469
C 4.0298 2.6553 1.0970 -0.576
H 4.8390 3.2556 1.5053 0.509
C 2.9845 3.4905 0.3632 -0.901
H 2.2996 3.9996 1.0396 0.239
H 3.4686 4.2346 -0.2704 0.441
H 3.5508 2.0954 1.8996 0.077
H 4.9011 0.7582 0.3799 0.165
H 5.2338 2.1677 -0.6504 0.334
H 1.9395 2.8888 -1.4628 0.287
H -0.1679 3.0060 -1.0379 0.658
H -1.3067 1.0605 0.8401 0.381
C -2.1056 3.0701 1.0593 0.538
C -1.2357 3.4180 2.2629 -1.400
H -1.0992 2.5455 2.8976 0.323
H -0.2550 3.7674 1.9501 0.115
H -1.7070 4.2033 2.8484 0.550
C -3.5001 2.6494 1.5129 -1.596
H -3.4482 1.7462 2.1176 0.281
H -4.1462 2.4688 0.6571 0.334
H -3.9473 3.4374 2.1138 0.560
H -2.1957 3.9487 0.4111 0.400
H -3.4527 0.4944 -2.0851 0.363
H -2.1209 -0.7153 0.2447 -0.395
H -3.3463 -1.5749 2.0795 -0.032
```

Summary:
**Structure (SMILES)**: CC(C)C[C@@H]1NC(=O)[C@H](C(C)C)NC(=O)[C@H]2CCCN2C(=O)[C@@H](CC(=O)O)NC(=O)[C@H](Cc2c[nH]c3ccccc23)NC1=O
**F_max**: 0.7 eV/A
**Charge**: 0
**LUMO**: 0.44 eV
**Multiplicity**: 1


Computed HOMO energy, in the same sequence as the records: -8.4 -7.7 eV.